Entry 1:
This record from OMol25 describes a structure of composition C2HFIrO in a non-equilibrium geometry. The level of theory is wB97M-V/def2-TZVPD.

Values from the calculation:
- relative energy (zero: lowest compared OMol25 entry of this formula, charge and spin) (kcal/mol) = 0.0
- E_HOMO (spin up / spin down) (eV) = -14.85 / -16.64
- <S²> = 6.010

Structure (ORCA input):
```
! RIJCOSX wB97M-V def2-TZVPD def2/J DEFGRID3
* xyz 1 5
H 1.2505 -0.7480 -0.6447
O 0.2728 0.9938 -1.1391
C -0.3607 -0.1974 0.7436
C 0.5290 -0.0010 -0.2553
Ir -1.2277 1.4220 -0.0197
F -0.4639 -1.4694 1.3152
*
```

Entry 2:
This record from OMol25 describes a structure of composition C2HFN2O2 in a non-equilibrium geometry. The level of theory is wB97M-V/def2-TZVPD.

Values from the calculation:
- relative energy (zero: lowest compared OMol25 entry of this formula, charge and spin) (kcal/mol) = 118.9
- E_HOMO (eV) = -12.04

Structure (ORCA input):
```
! RIJCOSX wB97M-V def2-TZVPD def2/J DEFGRID3
* xyz 0 1
C -0.8586 -1.2333 0.1230
C -0.3187 0.0709 0.3462
N -1.3068 -2.2092 -0.2518
N 1.0219 0.5033 -0.3816
O 1.0520 0.6622 -1.5992
O 1.9118 0.9343 0.3451
F -0.1826 0.4476 1.6475
H -1.3190 0.8240 -0.2292
*
```

Entry 3:
This record from OMol25 describes the molecule C2HFN2O2 in a non-equilibrium geometry. The level of theory is wB97M-V/def2-TZVPD.

Values from the calculation:
- relative energy (zero: lowest compared OMol25 entry of this formula, charge and spin) (kcal/mol) = 205.6
- E_HOMO (spin up / spin down) (eV) = -9.30 / -9.47

Structure (ORCA input):
```
! RIJCOSX wB97M-V def2-TZVPD def2/J DEFGRID3
* xyz 0 1
C 1.3511 0.0119 0.1227
C 1.1547 1.3624 -0.1366
N 0.5092 -0.8501 -0.4758
N -1.6188 -0.5836 0.5644
O -2.7562 -0.6079 0.3480
O -0.8010 -0.6616 -0.6620
F -0.0301 1.8936 0.0173
H 2.1912 -0.5648 0.2219
*
```